1.
{
  "formula": "C25H73Br2NO10S10Si",
  "method": "ωB97M-V with the def2-TZVPD basis set",
  "elements": ["C", "N", "C", "Si", "C", "Br", "C", "C", "Br", "H", "H", "H", "H", "H", "H", "H", "H", "H", "H", "H", "H", "H", "C", "S", "O", "C", "H", "H", "H", "H", "H", "H", "C", "S", "O", "C", "H", "H", "H", "H", "H", "H", "C", "S", "O", "C", "H", "H", "H", "H", "H", "H", "C", "S", "O", "C", "H", "H", "H", "H", "H", "H", "C", "S", "O", "C", "H", "H", "H", "H", "H", "H", "C", "S", "O", "C", "H", "H", "H", "H", "H", "H", "C", "S", "O", "C", "H", "H", "H", "H", "H", "H", "C", "S", "O", "C", "H", "H", "H", "H", "H", "H", "C", "S", "O", "C", "H", "H", "H", "H", "H", "H", "C", "S", "O", "C", "H", "H", "H", "H", "H", "H"],
  "positions_angstrom": [[-1.79032, 0.79976, 0.07456], [-2.11627, -0.52433, 0.68621], [-0.91809, -1.37359, 0.91755], [0.26086, -0.67812, 2.29656], [2.03976, -0.69277, 1.51665], [3.47595, -0.49369, 2.88523], [2.19385, 0.28228, 0.28307], [2.07819, 1.82218, 0.62757], [3.97048, -0.01395, -0.61217], [-2.41896, 0.87167, -0.87017], [-0.71763, 0.90678, -0.25228], [-2.06725, 1.61086, 0.82154], [-2.65842, -0.36735, 1.53928], [-1.21256, -2.41054, 1.28225], [-0.33295, -1.50553, -0.03867], [0.18889, -1.43115, 3.54672], [-0.09634, 0.74388, 2.43220], [2.16096, -1.74650, 1.10439], [1.41651, 0.01292, -0.49314], [1.56444, 2.31693, -0.25503], [3.09736, 2.28683, 0.74556], [1.46351, 2.04998, 1.53909], [-6.23665, 2.12871, 2.04325], [-5.08970, 2.64480, 0.74693], [-3.71982, 2.68134, 1.34921], [-5.67857, 4.34688, 0.64539], [-6.02136, 1.09058, 2.29688], [-6.10654, 2.75415, 2.92875], [-7.26032, 2.20728, 1.67339], [-5.58240, 4.83199, 1.61846], [-6.72012, 4.35103, 0.32149], [-5.06982, 4.87663, -0.08762], [-0.91697, -2.09411, -4.80346], [-0.97170, -1.40122, -3.13868], [0.26204, -1.86181, -2.42391], [-2.34712, -2.40484, -2.55369], [-0.09289, -1.62601, -5.34413], [-0.75428, -3.17135, -4.75369], [-1.85546, -1.88026, -5.31723], [-2.09960, -3.46435, -2.64213], [-3.23777, -2.17519, -3.13954], [-2.52968, -2.15824, -1.50609], [3.80748, -4.40413, 2.13924], [2.06303, -4.66738, 1.75972], [1.27729, -4.26892, 2.96742], [2.14617, -6.47038, 1.74334], [3.97287, -3.33213, 2.23601], [4.06582, -4.89939, 3.07694], [4.41942, -4.79547, 1.32450], [2.50632, -6.83379, 2.70722], [2.81307, -6.79606, 0.94350], [1.14398, -6.85792, 1.55980], [8.61110, -0.40980, -0.51250], [8.58136, 0.29079, 1.15109], [9.80530, -0.19492, 1.85963], [7.18941, -0.69277, 1.73872], [9.44127, 0.03807, -1.05910], [8.75224, -1.49066, -0.45740], [7.67372, -0.17691, -1.02094], [7.42154, -1.75569, 1.64916], [6.29552, -0.45418, 1.16182], [7.01305, -0.44688, 2.78697], [-3.10024, 3.03295, -2.97576], [-4.83243, 3.53662, -2.99251], [-5.59408, 2.52037, -2.20065], [-5.11256, 3.17984, -4.73773], [-2.72233, 3.13516, -1.95748], [-3.01262, 1.99211, -3.29327], [-2.53053, 3.68154, -3.64340], [-4.89718, 2.12867, -4.93856], [-4.47396, 3.82188, -5.34467], [-6.15822, 3.38754, -4.96583], [-7.14428, -4.19430, -3.17920], [-6.73936, -2.43568, -3.16716], [-5.25212, -2.32316, -3.26117], [-7.18679, -2.15115, -1.44274], [-6.90127, -4.59516, -4.16325], [-6.55932, -4.71527, -2.41930], [-8.21107, -4.32239, -2.98834], [-6.59853, -2.80261, -0.79437], [-8.25214, -2.34461, -1.30737], [-6.97341, -1.10931, -1.20216], [6.13032, -1.40488, 7.36452], [4.92188, -0.90811, 6.11940], [5.67558, -0.25139, 5.00526], [4.16641, 0.40080, 7.10290], [6.74879, -2.19875, 6.94539], [6.76049, -0.55442, 7.63051], [5.60858, -1.77866, 8.24701], [4.91979, 1.13603, 7.38527], [3.70949, -0.03004, 7.99400], [3.39733, 0.88282, 6.50015], [1.16639, -5.07767, -6.87242], [-0.56296, -5.42775, -7.25192], [-1.36568, -5.07323, -6.04219], [-0.38924, -7.22400, -7.27341], [1.28387, -3.99859, -6.77237], [1.44647, -5.56244, -5.93565], [1.79707, -5.43732, -7.68717], [-0.00981, -7.57154, -6.31119], [0.29189, -7.51379, -8.07510], [-1.37098, -7.66071, -7.45651], [3.74473, 5.01907, 8.51546], [3.58698, 3.63199, 9.65886], [3.15850, 2.44431, 8.85883], [2.12563, 4.25969, 10.51170], [4.58404, 4.82007, 7.84905], [2.83044, 5.12215, 7.92863], [3.93746, 5.93375, 9.07853], [1.31553, 4.41173, 9.79671], [2.37100, 5.19877, 11.01015], [1.82078, 3.52361, 11.25554], [-0.89295, 6.20864, -5.14218], [-2.52420, 6.97736, -5.20911], [-3.53453, 5.87482, -5.23081], [-2.37003, 7.59487, -6.89750], [-0.78381, 5.71923, -4.17416], [-0.79857, 5.46764, -5.93793], [-0.12509, 6.97651, -5.24834], [-2.18122, 6.76510, -7.58049], [-1.55437, 8.31781, -6.94662], [-3.30501, 8.08452, -7.16968]],
  "charge": 0,
  "max_force_ev_per_a": 1.8,
  "gap_ev": 7.8,
  "e_lumo_ev": 0.49
}

=====

2.
{
  "formula": "C43H37Cl5N3O3PS3Se2Ta",
  "method": "ωB97M-V with the def2-TZVPD basis set",
  "elements": ["Ta", "C", "N", "C", "C", "N", "C", "S", "C", "C", "C", "C", "C", "N", "H", "H", "H", "H", "H", "H", "H", "H", "H", "Cl", "C", "C", "Cl", "C", "Cl", "C", "O", "C", "Cl", "C", "Cl", "O", "S", "C", "C", "C", "C", "S", "O", "C", "C", "C", "C", "C", "C", "C", "C", "C", "C", "C", "C", "H", "H", "H", "H", "H", "H", "H", "H", "H", "H", "H", "H", "H", "H", "H", "H", "H", "H", "Se", "P", "Se", "C", "C", "C", "C", "C", "C", "C", "C", "C", "C", "C", "C", "H", "H", "H", "H", "H", "H", "H", "H", "H", "H"],
  "positions_angstrom": [[-1.28683, -0.47056, -0.19867], [-3.99715, -1.62667, -3.59328], [-2.93591, -0.70589, -4.03814], [-2.34588, -0.75139, -5.28371], [-1.52368, 0.30507, -5.35442], [-1.61336, 0.99655, -4.14753], [-2.46912, 0.33596, -3.33747], [-3.03673, 0.64375, -1.71868], [-1.07764, 2.35149, -3.98280], [-0.67030, 3.05446, -5.10633], [-0.23273, 4.35325, -4.92138], [-0.23859, 4.89493, -3.64537], [-0.65689, 4.08947, -2.60228], [-1.05712, 2.82293, -2.76206], [-4.10046, -2.40179, -4.34642], [-4.93418, -1.08584, -3.49436], [-3.73570, -2.07081, -2.64348], [-2.57670, -1.51556, -6.00795], [-0.87228, 0.60538, -6.15182], [-0.70325, 2.64282, -6.10155], [0.09031, 4.93764, -5.77407], [0.06351, 5.91761, -3.46547], [-0.67667, 4.47507, -1.58538], [-4.35103, -7.03194, -1.44491], [-3.48752, -5.56894, -1.41093], [-3.87592, -4.55880, -0.52839], [-5.20651, -4.73241, 0.52619], [-3.14504, -3.38863, -0.52995], [-3.51720, -2.04887, 0.51347], [-2.06128, -3.18531, -1.35611], [-1.40009, -2.00097, -1.26586], [-1.67776, -4.17222, -2.23561], [-0.35271, -3.86877, -3.27845], [-2.39507, -5.36922, -2.26451], [-1.93107, -6.58605, -3.35974], [-2.15936, 0.27852, 1.38674], [-3.16949, 0.48532, 2.59735], [-2.80152, 2.20462, 2.94653], [-1.33561, 2.47640, 3.29286], [-0.87199, 3.83640, 2.75932], [-0.71315, 3.90563, 1.24067], [0.47847, 2.79644, 0.44500], [-0.00217, 1.38011, 0.69364], [1.90078, 2.97728, 1.46616], [2.65260, 4.13529, 1.29767], [3.73957, 4.34564, 2.13270], [4.06770, 3.39739, 3.09779], [3.32122, 2.23170, 3.22511], [2.22308, 2.00958, 2.40341], [-2.53924, -0.41548, 3.96103], [-2.13425, -1.73075, 3.76466], [-1.76205, -2.47890, 4.86798], [-1.83304, -1.92531, 6.14206], [-2.27935, -0.62193, 6.32056], [-2.64020, 0.14966, 5.22829], [-3.51680, 2.53252, 3.70396], [-3.11378, 2.65755, 2.00182], [-0.71080, 1.70292, 2.85117], [-1.19123, 2.42571, 4.36970], [0.07565, 4.08088, 3.23606], [-1.56965, 4.62978, 3.04533], [-0.38812, 4.90457, 0.93349], [-1.64148, 3.68927, 0.69964], [2.40129, 4.86198, 0.52978], [4.33452, 5.24404, 2.02605], [4.91715, 3.56648, 3.74771], [3.59395, 1.49148, 3.96822], [1.63464, 1.10155, 2.47952], [-2.11849, -2.17923, 2.78007], [-1.43763, -3.50360, 4.73347], [-1.55638, -2.51999, 7.00337], [-2.34956, -0.19789, 7.31372], [-3.00845, 1.15527, 5.38713], [0.44902, -1.66649, 1.31861], [1.80205, -1.22836, -0.39227], [0.70508, 0.05764, -1.81344], [2.32356, -2.72605, -1.20070], [2.80334, -2.64573, -2.50968], [3.31116, -3.78000, -3.11960], [3.32708, -4.99010, -2.43319], [2.84588, -5.06899, -1.13301], [2.34354, -3.93498, -0.50867], [3.22649, -0.38751, 0.26475], [3.84828, -0.91838, 1.39847], [5.03120, -0.35425, 1.84726], [5.57772, 0.73948, 1.18214], [4.94933, 1.27125, 0.06497], [3.77042, 0.70619, -0.40314], [2.79387, -1.70609, -3.04806], [3.69361, -3.72399, -4.13172], [3.72191, -5.87602, -2.91493], [2.86745, -6.01228, -0.60166], [1.97261, -4.00098, 0.50630], [3.42822, -1.76948, 1.92048], [5.53019, -0.76669, 2.71562], [6.50513, 1.17573, 1.53528], [5.38129, 2.12142, -0.44880], [3.28330, 1.11799, -1.27741]],
  "charge": 3,
  "max_force_ev_per_a": 1.6,
  "de_lowest_kj_mol": 60.2,
  "gap_ev": 6.4,
  "e_lumo_ev": -9.19
}

=====

3.
{
  "formula": "C21H33NO",
  "method": "ωB97M-V with the def2-TZVPD basis set",
  "elements": ["O", "C", "C", "C", "C", "C", "C", "C", "C", "C", "C", "C", "N", "C", "C", "C", "C", "C", "C", "C", "C", "C", "C", "H", "H", "H", "H", "H", "H", "H", "H", "H", "H", "H", "H", "H", "H", "H", "H", "H", "H", "H", "H", "H", "H", "H", "H", "H", "H", "H", "H", "H", "H", "H", "H", "H"],
  "positions_angstrom": [[0.72518, 2.12825, 2.52072], [1.84477, 1.46547, 1.99231], [1.58396, 0.01444, 1.53046], [1.60093, -0.94253, 2.75094], [0.66259, -0.56941, 3.86208], [1.12114, 0.14293, 4.96765], [0.25915, 0.50295, 5.98915], [-1.07803, 0.15101, 5.92477], [-1.54267, -0.57356, 4.84012], [-0.67938, -0.93448, 3.82109], [2.70407, -0.44070, 0.58219], [2.64468, 0.22358, -0.79060], [1.35340, 0.00422, -1.41189], [1.32784, 0.49453, -2.78043], [0.13806, -0.06617, -3.57590], [-0.91323, 0.99625, -3.89795], [-2.15969, 0.48621, -4.63351], [-1.84434, -0.25510, -5.94874], [-2.15190, -1.72479, -5.67104], [-3.35679, -1.64775, -4.73991], [-2.99904, -0.50020, -3.79506], [0.30904, 0.58888, -0.58970], [0.25579, -0.09189, 0.77448], [0.42972, 1.65468, 3.30871], [2.15280, 2.07734, 1.14280], [2.67249, 1.46377, 2.71774], [1.35379, -1.94600, 2.39667], [2.62145, -0.96810, 3.14191], [2.16609, 0.41296, 5.03272], [0.63429, 1.05431, 6.83878], [-1.75173, 0.43020, 6.72091], [-2.58160, -0.86482, 4.79083], [-1.04821, -1.51462, 2.98852], [2.61147, -1.51833, 0.43484], [3.67902, -0.24051, 1.03272], [3.41316, -0.22525, -1.42712], [2.87405, 1.30214, -0.70592], [2.25933, 0.16734, -3.24944], [1.31603, 1.59913, -2.81022], [0.50692, -0.49267, -4.50864], [-0.29577, -0.88010, -2.99596], [-0.44396, 1.76664, -4.51642], [-1.23967, 1.47887, -2.97366], [-2.76554, 1.36911, -4.86071], [-2.50197, 0.10654, -6.74104], [-0.81774, -0.09654, -6.27407], [-1.31496, -2.19691, -5.15527], [-2.35801, -2.28644, -6.58162], [-3.54227, -2.58099, -4.20935], [-4.24966, -1.39674, -5.31544], [-3.88654, -0.02267, -3.38090], [-2.41074, -0.88246, -2.96143], [-0.64983, 0.43685, -1.08711], [0.45604, 1.67554, -0.46185], [-0.54424, 0.36344, 1.35965], [0.02378, -1.14716, 0.61858]],
  "charge": 0,
  "max_force_ev_per_a": 0.4,
  "de_lowest_kj_mol": 2.2,
  "smiles": "OCC1(Cc2ccccc2)CCN(CCCC2CCCC2)CC1",
  "gap_ev": 9.3,
  "e_lumo_ev": 0.84
}

=====

4.
{
  "formula": "C34H76NO4P",
  "method": "ωB97M-V with the def2-TZVPD basis set",
  "elements": ["H", "N", "C", "C", "C", "O", "P", "O", "O", "C", "C", "O", "C", "C", "C", "C", "C", "C", "C", "C", "C", "C", "C", "H", "H", "H", "H", "H", "H", "H", "H", "H", "H", "H", "H", "H", "H", "H", "H", "H", "H", "H", "H", "H", "H", "H", "H", "H", "H", "H", "H", "H", "H", "H", "H", "H", "C", "C", "C", "C", "C", "C", "H", "H", "H", "H", "H", "H", "H", "H", "H", "H", "H", "H", "H", "H", "C", "C", "C", "C", "C", "C", "H", "H", "H", "H", "H", "H", "H", "H", "H", "H", "H", "H", "H", "H", "C", "C", "C", "C", "C", "C", "H", "H", "H", "H", "H", "H", "H", "H", "H", "H", "H", "H", "H", "H"],
  "positions_angstrom": [[1.63976, -3.08315, -1.78553], [0.95782, -3.70239, -1.31843], [1.41049, -3.89478, -0.13556], [0.59935, -4.84928, 0.81431], [2.73467, -3.30545, 0.46360], [2.97277, -1.90539, 0.19660], [1.65303, -0.93670, 0.51498], [0.79668, -0.75967, -0.72529], [2.30171, 0.58187, 0.85737], [1.24402, 1.50872, 1.15653], [1.69761, 3.00775, 0.95960], [0.75118, -1.41957, 1.82478], [1.55040, -1.66406, 3.00760], [1.07759, -0.79240, 4.24119], [2.06539, 0.39534, 4.56186], [1.46876, 1.45408, 5.55066], [0.44408, 2.46379, 4.88822], [-0.91285, 2.63431, 5.70732], [-2.19410, 2.37436, 4.80970], [-2.21342, 0.90041, 4.25517], [-3.65068, 0.38408, 3.84265], [-3.63216, -0.16572, 2.35754], [-3.30832, 0.97763, 1.31042], [-0.13466, -5.46122, 0.24585], [0.08224, -4.22932, 1.58797], [1.30606, -5.55204, 1.33745], [3.58533, -3.86149, -0.01553], [2.82739, -3.50950, 1.56496], [0.30362, 1.34447, 0.57753], [0.98290, 1.39624, 2.23897], [0.81243, 3.68167, 0.98731], [2.22092, 3.06371, -0.03074], [2.39445, 3.24216, 1.79778], [2.65354, -1.56995, 2.84987], [1.35426, -2.73532, 3.29742], [0.06729, -0.40263, 3.96163], [0.94101, -1.40870, 5.16683], [2.94956, -0.07495, 5.08088], [2.47338, 0.83670, 3.61792], [0.97357, 1.00991, 6.44876], [2.32185, 2.07403, 5.93769], [0.14969, 2.19793, 3.84513], [0.91962, 3.47747, 4.86913], [-0.92882, 1.99889, 6.63168], [-1.00082, 3.70202, 6.05216], [-2.10546, 3.07592, 3.93605], [-3.09330, 2.58706, 5.43689], [-1.56535, 0.86720, 3.33358], [-1.70270, 0.23829, 5.00331], [-3.87510, -0.49902, 4.49487], [-4.42573, 1.17335, 3.99255], [-2.84424, -0.96231, 2.29663], [-4.59734, -0.67904, 2.09509], [-3.49773, 1.97605, 1.78423], [-2.20613, 0.95027, 1.08426], [-3.84826, 0.86505, 0.34271], [-1.25412, -4.83040, -3.46034], [-2.59874, -5.52989, -3.30099], [-2.54086, -6.73928, -2.36798], [-1.62775, -7.87629, -2.83297], [-1.95504, -8.45025, -4.21178], [-3.33840, -9.08529, -4.28615], [-0.50648, -5.48719, -3.91197], [-1.35837, -3.95641, -4.10905], [-0.87579, -4.48962, -2.49830], [-2.98284, -5.82150, -4.28337], [-3.31747, -4.81274, -2.89251], [-3.55601, -7.12338, -2.22507], [-2.20448, -6.40940, -1.37876], [-1.67401, -8.68280, -2.09254], [-0.58852, -7.53218, -2.83398], [-1.20886, -9.21313, -4.45477], [-1.86259, -7.67738, -4.98011], [-3.43541, -9.89419, -3.55819], [-3.50785, -9.50582, -5.28003], [-4.12893, -8.35611, -4.09898], [0.72364, 7.26661, 3.51625], [1.87473, 6.40038, 3.02041], [3.20801, 6.72590, 3.69326], [3.73118, 8.14322, 3.44824], [3.92148, 8.52028, 1.97862], [4.95524, 7.65713, 1.26525], [0.88774, 8.32357, 3.29678], [-0.20870, 6.97176, 3.02887], [0.58774, 7.15569, 4.59487], [1.96161, 6.48971, 1.93366], [1.63256, 5.35214, 3.22280], [3.95658, 5.99956, 3.36132], [3.10678, 6.57746, 4.77394], [4.68771, 8.25422, 3.97021], [3.05366, 8.86762, 3.91139], [4.24607, 9.56406, 1.92888], [2.96847, 8.47136, 1.44382], [5.92868, 7.72999, 1.75560], [5.07451, 7.98812, 0.23125], [4.65868, 6.60664, 1.24155], [0.43224, -0.04533, -4.80672], [-0.96993, -0.49011, -5.19870], [-0.97847, -1.43710, -6.39690], [-0.44017, -0.84662, -7.70258], [-1.15584, 0.41372, -8.18984], [-2.62726, 0.18308, -8.51261], [0.91859, 0.51900, -5.60595], [0.39276, 0.59994, -3.92656], [1.05792, -0.90704, -4.56273], [-1.59668, 0.38526, -5.39298], [-1.42233, -1.00612, -4.34649], [-2.00055, -1.79549, -6.55586], [-0.38558, -2.32413, -6.14867], [-0.50292, -1.61429, -8.48167], [0.62554, -0.62332, -7.58994], [-0.65300, 0.76897, -9.09471], [-1.06170, 1.21682, -7.45323], [-2.74161, -0.58276, -9.28326], [-3.08109, 1.10447, -8.88481], [-3.19100, -0.12781, -7.63100]],
  "charge": 0,
  "max_force_ev_per_a": 4.4,
  "smiles": "[H]/N=C(/C)CO[P@](=O)(OCC)OCCCCCCCCCCC.CCCCCC.CCCCCC.CCCCCC",
  "gap_ev": 10.5,
  "e_lumo_ev": 0.55
}